No. 1
{"formula": "C2H3O3Si", "method": "the ωB97M-V functional and the def2-TZVPD basis", "de_lowest_kcal_mol": 13.1, "homo_energy_ev": [-3.59, -3.59], "multiplicity": 3, "e_tot_ev": -16140.3987, "s_squared": 2.016, "total_charge": -1, "e_lumo_ev": [2.7, 1.1], "molar_mass_g_mol": 103.13, "symbols": ["C", "C", "O", "O", "O", "Si", "H", "H", "H"], "positions_angstrom": [[-1.32128, 0.46395, -2.33300], [-2.31571, -0.02117, -1.59186], [2.01631, -1.39281, 0.67194], [-0.58832, 0.36278, -3.26922], [-3.03915, 0.13657, -0.68221], [1.54802, -0.16437, 1.46581], [0.31398, 0.41245, 0.81922], [2.48606, 0.83118, 2.05957], [0.90010, -0.62858, 2.85976]], "lowdin_spin": [0.503, 0.505, 0.000, 0.493, 0.496, 0.001, 0.001, 0.000, 0.000]}



No. 2
{"formula": "C2H3OPS", "method": "the ωB97M-V functional and the def2-TZVPD basis", "de_lowest_kcal_mol": 66.3, "homo_energy_ev": [-9.17, -9.17], "multiplicity": 1, "e_tot_ev": -24290.4600, "total_charge": 0, "e_lumo_ev": [-0.4, -0.4], "molar_mass_g_mol": 106.09, "symbols": ["C", "C", "O", "P", "S", "H", "H", "H"], "positions_angstrom": [[-1.03383, -1.84552, 0.47865], [1.28742, 0.93862, -0.28154], [-1.22986, 1.28075, -0.35810], [-2.20367, -1.03266, -0.13124], [-0.00833, 1.71624, 0.32252], [2.24400, 1.16788, 0.14488], [1.22843, 0.22792, -1.08442], [-0.28415, -2.45322, 0.90926]], "lowdin_charge": [-0.512, -0.291, -0.750, 0.764, 0.850, 0.006, 0.025, -0.092]}



No. 3
{"formula": "C2H3OPS", "method": "the ωB97M-V functional and the def2-TZVPD basis", "de_lowest_kcal_mol": 76.4, "homo_energy_ev": [-9.20, -9.20], "multiplicity": 1, "e_tot_ev": -24290.0207, "total_charge": 0, "e_lumo_ev": [-1.2, -1.2], "molar_mass_g_mol": 106.09, "symbols": ["C", "C", "O", "P", "S", "H", "H", "H"], "positions_angstrom": [[1.07369, -0.06173, 1.48521], [0.19038, -0.85398, 1.32315], [-2.29570, -0.05239, -0.53017], [-0.24925, 1.42089, -1.92802], [-0.93450, -0.23938, -1.03290], [1.84155, 0.65272, 1.50000], [-0.56073, -1.58874, 1.36479], [0.93457, 0.72261, -2.18206]], "lowdin_charge": [0.006, -0.105, -0.631, 0.475, 0.422, 0.023, 0.023, -0.212]}



No. 4
{"formula": "C2H3ORu", "method": "the ωB97M-V functional and the def2-TZVPD basis", "de_lowest_kcal_mol": 60.9, "homo_energy_ev": [-21.30, -21.32], "multiplicity": 6, "e_tot_ev": -6721.6023, "s_squared": 8.766, "total_charge": 2, "e_lumo_ev": [-12.0, -14.1], "molar_mass_g_mol": 144.12, "symbols": ["O", "C", "Ru", "H", "C", "H", "H"], "positions_angstrom": [[0.36662, -1.20875, -0.26853], [0.50378, 0.01279, -0.86043], [-1.30710, 0.42908, -1.82323], [1.07320, -1.42184, 0.35311], [-0.19413, 0.52209, 0.50117], [-0.10535, 1.60569, 0.61269], [-0.33703, 0.06093, 1.48522]], "lowdin_spin": [0.563, 0.508, 3.436, 0.014, 0.423, 0.046, 0.010]}